(1)
This record from the Open Molecules 2025 dataset describes a molecular structure, C27H25N6OTm at a distorted geometry. The level of theory is the ωB97M-V functional and the def2-TZVPD basis.

## Properties
Spin multiplicity: 3
Total charge: +2
Frontier orbital gap (spin up / spin down) (eV): 7.93 / 7.94
Highest occupied orbital energy (spin up / spin down) (eV): -13.36 / -13.36

Atoms and positions in Å:
Tm 0.044 0.135 0.445
C -1.730 2.621 1.246
N -0.577 2.440 0.344
C 0.608 3.169 0.835
C 1.892 2.683 0.195
C 3.002 3.510 0.202
C 4.183 3.064 -0.366
C 4.213 1.797 -0.935
C 3.071 1.027 -0.887
N 1.925 1.444 -0.326
C -0.887 2.852 -1.038
C -1.579 1.780 -1.844
C -2.596 2.109 -2.723
C -3.112 1.128 -3.558
C -2.604 -0.159 -3.468
C -1.620 -0.414 -2.532
N -1.107 0.526 -1.726
C -2.731 1.484 1.217
C -4.075 1.738 1.430
C -4.961 0.676 1.523
C -4.474 -0.616 1.391
C -3.125 -0.787 1.156
N -2.262 0.234 1.064
H -2.250 3.561 1.041
H -1.350 2.669 2.269
H 0.695 2.997 1.909
H 0.507 4.246 0.668
H 2.940 4.492 0.653
H 5.061 3.696 -0.372
H 5.110 1.415 -1.401
H 3.066 0.030 -1.311
H 0.056 3.067 -1.545
H -1.482 3.770 -1.052
H -2.973 3.122 -2.762
H -3.897 1.366 -4.262
H -2.970 -0.950 -4.106
H -1.231 -1.419 -2.416
H -4.424 2.757 1.534
H -6.014 0.856 1.694
H -5.128 -1.473 1.465
H -2.708 -1.780 1.033
O 0.561 0.538 2.283
C 0.524 -0.228 3.379
C 0.254 0.365 4.618
C 0.224 -0.375 5.781
C 0.460 -1.746 5.745
C 0.742 -2.348 4.540
C 0.791 -1.616 3.345
C 1.183 -2.294 2.111
N 0.848 -1.974 0.851
C 1.479 -2.894 0.025
C 2.177 -3.772 0.782
N 1.989 -3.372 2.082
H 0.081 1.434 4.638
H 0.019 0.117 6.723
H 0.419 -2.332 6.652
H 0.903 -3.420 4.516
H 1.357 -2.875 -1.045
H 2.782 -4.619 0.512
H 2.409 -3.794 2.895

=====

(2)
This record from the Open Molecules 2025 dataset describes a molecular structure, C6H12N2OPW at a distorted geometry. The level of theory is the ωB97M-V functional and the def2-TZVPD basis.

## Properties
Spin multiplicity: 3
Total charge: +1
Frontier orbital gap (spin up / spin down) (eV): 3.76 / 3.58
Relative energy (zero: lowest compared OMol25 entry of this formula, charge and spin) (eV): 6.573
Highest occupied orbital energy (spin up / spin down) (eV): -9.02 / -8.86

Atoms and positions in Å:
C 0.265 -0.237 -2.880
C -0.926 -1.016 -2.966
C -0.600 -2.372 -2.686
C 0.754 -2.412 -2.294
C 1.344 -1.142 -2.471
W 1.071 1.396 0.935
P -0.386 3.128 0.051
H 0.328 0.820 -3.055
H -1.948 -0.727 -3.121
H -1.257 -3.238 -2.680
H 2.384 -0.901 -2.184
H 1.257 -3.287 -1.960
H -1.734 3.227 0.611
H -0.704 2.978 -1.351
H 0.047 4.503 0.016
N 0.288 1.095 3.123
C 0.121 -0.238 2.765
N -0.008 -1.177 3.724
O 0.249 -0.541 1.554
H 0.403 1.333 4.122
H -0.383 1.788 2.733
H -0.260 -2.089 3.352
H -0.304 -0.892 4.661

=====

(3)
This record from the Open Molecules 2025 dataset describes 5 unconnected molecules or ions with the total composition C54H61F4IN2O8S at a distorted geometry. The level of theory is the ωB97M-V functional and the def2-TZVPD basis.

## Properties
SMILES: C#CC[C@@]1(N(C(C)=O)C(C)=O)[C@H](CC(=O)c2ccccc2)S(=O)(=O)O[C@](N)(OCCCC)[C@@]1(CCC(C)C)CC(=O)I.Fc1ccccc1.Fc1ccccc1.Fc1ccccc1.Fc1ccccc1
Frontier orbital gap (eV): 8.26
Highest occupied orbital energy (eV): -8.98

Atoms and positions in Å:
C -2.711 4.132 -0.326
C -2.662 2.878 0.104
C -2.464 1.352 0.459
C -1.609 0.347 -0.460
N -1.615 -0.964 0.250
C -1.240 -1.051 1.657
C 0.096 -1.387 2.453
O -2.232 -0.973 2.506
C -2.821 -1.803 0.213
C -2.495 -3.418 0.169
O -4.055 -1.545 0.262
C -2.477 0.193 -1.855
C -2.218 -1.052 -2.797
C -3.612 -1.527 -3.523
O -4.650 -0.760 -3.595
C -3.778 -2.953 -4.267
C -4.709 -2.927 -5.574
C -5.048 -4.194 -6.445
C -4.420 -5.576 -5.964
C -3.469 -5.606 -4.695
C -3.119 -4.309 -3.825
S -2.434 1.672 -2.982
O -2.470 1.319 -4.479
O -3.729 2.488 -2.822
O -1.104 2.553 -2.502
C 0.054 1.727 -2.171
N 1.172 2.716 -2.212
O 0.232 0.903 -3.369
C 0.728 1.643 -4.509
C 0.379 0.726 -5.830
C 1.483 0.902 -7.013
C 0.639 1.057 -8.413
C -0.046 0.867 -0.784
C 0.827 -0.476 -1.069
C 2.338 -0.361 -1.572
C 3.282 -1.659 -1.191
C 4.092 -1.488 0.189
C 2.492 -3.074 -1.342
C 0.431 1.742 0.484
C 1.984 1.925 0.810
O 2.852 2.635 0.217
I 2.876 0.950 2.604
H -2.691 5.289 -0.408
H -2.132 1.420 1.579
H -3.550 0.919 0.537
H -0.162 -2.263 3.186
H 0.294 -0.487 3.169
H 1.011 -1.740 1.877
H -1.506 -3.657 0.745
H -2.274 -3.647 -0.936
H -3.391 -4.033 0.549
H -3.589 0.189 -1.494
H -1.823 -2.026 -2.285
H -1.498 -0.909 -3.693
H -5.168 -1.918 -5.916
H -5.723 -4.080 -7.372
H -4.698 -6.513 -6.584
H -3.051 -6.648 -4.413
H -2.420 -4.361 -2.919
H 2.102 2.286 -2.211
H 1.060 3.482 -1.536
H 1.891 1.752 -4.540
H 0.239 2.661 -4.706
H -0.646 0.969 -6.284
H 0.422 -0.374 -5.433
H 2.205 1.790 -6.851
H 2.045 -0.112 -7.109
H 0.295 0.029 -8.835
H 1.332 1.592 -9.169
H -0.315 1.690 -8.294
H 0.306 -1.160 -1.862
H 0.904 -1.182 -0.140
H 2.951 0.556 -1.301
H 2.320 -0.401 -2.742
H 4.092 -1.672 -2.035
H 3.484 -1.672 1.146
H 5.044 -2.162 0.155
H 4.505 -0.394 0.198
H 1.624 -3.032 -2.091
H 3.280 -3.890 -1.574
H 2.099 -3.329 -0.270
H 0.040 2.829 0.289
H 0.004 1.387 1.511
F -3.530 7.662 3.858
C -3.536 6.322 3.920
C -4.504 5.612 3.225
C -4.508 4.222 3.285
C -3.549 3.557 4.048
C -2.584 4.280 4.745
C -2.573 5.671 4.676
H -5.247 6.147 2.644
H -5.256 3.656 2.739
H -3.554 2.472 4.098
H -1.840 3.761 5.342
H -1.824 6.249 5.205
F 4.605 6.656 6.468
C 4.923 5.840 5.452
C 3.914 5.319 4.655
C 4.244 4.477 3.597
C 5.579 4.157 3.354
C 6.583 4.682 4.163
C 6.254 5.533 5.215
H 2.881 5.572 4.864
H 3.463 4.070 2.962
H 5.835 3.496 2.531
H 7.622 4.429 3.975
H 7.024 5.958 5.849
F -4.147 -9.621 -3.899
C -4.677 -9.059 -2.801
C -4.537 -9.694 -1.575
C -5.082 -9.109 -0.436
C -5.771 -7.901 -0.537
C -5.910 -7.275 -1.774
C -5.356 -7.855 -2.911
H -4.005 -10.637 -1.518
H -4.972 -9.593 0.529
H -6.200 -7.447 0.351
H -6.450 -6.337 -1.852
H -5.447 -7.377 -3.880
F 8.441 1.146 6.188
C 7.909 1.708 7.284
C 8.042 1.071 8.509
C 7.495 1.656 9.647
C 6.811 2.866 9.545
C 6.679 3.495 8.309
C 7.236 2.915 7.173
H 8.571 0.126 8.568
H 7.600 1.170 10.612
H 6.380 3.320 10.433
H 6.142 4.435 8.231
H 7.150 3.394 6.206

=====

(4)
This record from the Open Molecules 2025 dataset describes 2 unconnected molecules or ions with the total composition C4H11NO2 at a distorted geometry. The level of theory is the ωB97M-V functional and the def2-TZVPD basis.

## Properties
SMILES: CC(=O)N(C)C.O
Frontier orbital gap (eV): 10.33
Relative energy (zero: lowest compared OMol25 entry of this formula, charge and spin) (eV): 1.520
Highest occupied orbital energy (eV): -9.66

Atoms and positions in Å:
C -1.966 -0.127 0.498
C -0.624 -0.586 0.962
O -0.476 -0.848 2.150
N 0.515 -0.353 0.132
C 1.560 -1.406 0.245
C 0.247 0.062 -1.279
H -2.218 -0.129 -0.596
H -2.771 -0.713 1.038
H -2.039 0.966 0.699
H 1.239 -2.253 -0.452
H 1.658 -1.743 1.212
H 2.494 -1.017 0.031
H 1.176 0.326 -1.863
H -0.157 -0.825 -1.822
H -0.405 0.917 -1.319
O 0.412 2.707 0.349
H 0.545 1.790 0.286
H 0.811 3.232 -0.272